(A)
Density functional theory data (ωB97M-V with the def2-TZVPD basis set) for a 2-piece molecular cluster, C2H9NOS2 overall.

Atoms and positions in Å:
C -1.739 1.397 0.473
S -3.053 0.060 0.871
S -2.745 0.147 2.926
H -0.822 1.529 1.007
H -1.418 0.941 -0.539
H -2.254 2.281 0.101
H -1.372 0.266 2.633
N 2.310 -0.431 -1.881
C 1.743 -1.275 -0.800
O 0.739 -0.463 -0.065
H 3.231 0.080 -1.548
H 1.624 0.336 -1.955
H 2.455 -1.658 -0.018
H 1.251 -2.112 -1.262
H 0.050 -1.099 0.056

Its SMILES is CSS.NCO. As for the total charge: 0. The value obtained for the HOMO-LUMO gap is 0.3281 Eh. For the LUMO energy, the calculation gives 0.5 eV.

Here are the Löwdin charges for atoms 1 to 6, given in e:
1. C -0.4524
2. S 0.3098
3. S 0.2456
4. H 0.0115
5. H 0.0280
6. H 0.0184

---

(B)
Density functional theory data (ωB97M-V with the def2-TZVPD basis set) for a 2-piece molecular cluster, C2H9NOS2 overall.

Atoms and positions in Å:
C -0.639 -1.586 3.461
S -1.632 -0.836 2.191
S -1.510 -2.222 0.644
H -1.209 -2.393 3.930
H 0.355 -1.845 3.158
H -0.509 -0.837 4.219
H -1.863 -1.232 -0.185
N 1.827 1.212 -2.900
C 0.513 1.138 -2.343
O 0.524 1.878 -1.096
H 1.981 2.153 -3.265
H 2.472 1.151 -2.111
H 0.306 0.105 -2.043
H -0.282 1.456 -3.020
H -0.332 1.857 -0.640

Its SMILES is CSS.NCO. As for the total charge: 0. The value obtained for the HOMO-LUMO gap is 0.3219 Eh. For the LUMO energy, the calculation gives 0.5 eV.

Here are the Löwdin charges for atoms 1 to 6, given in e:
1. C -0.5153
2. S 0.3557
3. S 0.2958
4. H 0.0351
5. H 0.0283
6. H 0.0218

---

(C)
Density functional theory data (ωB97M-V with the def2-TZVPD basis set) for a 2-piece molecular cluster, C2H9NOS2 overall.

Atoms and positions in Å:
N -2.448 1.265 0.447
C -1.025 1.170 0.237
C -0.560 -0.071 -0.556
S 1.021 0.119 -1.425
S 2.346 0.494 0.110
H -2.880 0.461 0.875
H -3.009 1.524 -0.350
H -0.719 2.026 -0.350
H -0.544 1.186 1.208
H -0.508 -0.983 0.029
H -1.256 -0.264 -1.381
H 2.413 1.829 -0.007
O 2.033 -3.058 0.327
H 2.466 -2.342 -0.151
H 2.670 -3.356 0.985

Its SMILES is NCCSS.O. As for the total charge: 0. The value obtained for the HOMO-LUMO gap is 0.3428 Eh. For the LUMO energy, the calculation gives 0.5 eV.

Here are the Löwdin charges for atoms 1 to 6, given in e:
1. N -0.0165
2. C -0.3612
3. C -0.5664
4. S 0.4255
5. S 0.3158
6. H 0.0657

---

Stability ranking, top entry: (C); the second entry is 0.676 eV less favorable.

---

(A)
Density functional theory data (ωB97M-V with the def2-TZVPD basis set) for one molecule with the formula CH3NOP2S.

Atoms and positions in Å:
P -2.293 -0.457 -0.425
O -1.547 1.056 -0.894
P -0.100 1.579 -0.523
N 0.512 0.370 0.227
C 1.696 -0.053 0.604
S 2.711 -0.839 -0.446
H -1.599 -0.365 0.764
H -1.264 -1.143 -0.954
H 1.884 -0.149 1.646

Its SMILES is PO/P=N/C=S. As for the total charge: 0. The value obtained for the HOMO-LUMO gap is 0.2941 Eh. For the LUMO energy, the calculation gives -0.4 eV.

Here are the Löwdin charges for atoms 1 to 6, given in e:
1. P 0.8564
2. O -0.8173
3. P 0.8694
4. N -0.3818
5. C -0.8391
6. S 0.5343

---

(B)
Density functional theory data (ωB97M-V with the def2-TZVPD basis set) for one molecule with the formula CH3NOP2S.

Atoms and positions in Å:
C -0.977 -0.481 1.595
N -0.468 -0.542 0.436
O 0.215 -2.231 -1.332
P 0.730 -1.833 -0.020
P 3.433 -0.621 -1.676
S 2.300 0.130 -0.243
H -0.513 -1.102 2.306
H -1.853 -0.013 1.897
H 2.347 -1.517 -2.081

As for the total charge: 0. The value obtained for the HOMO-LUMO gap is 0.2223 Eh. For the LUMO energy, the calculation gives -2.5 eV.

Here are the Löwdin charges for atoms 1 to 6, given in e:
1. C -0.1536
2. N -0.2745
3. O -0.5175
4. P 0.5288
5. P 0.4290
6. S 0.1172

---

Stability ranking, top entry: (A); the second entry is 1.003 eV less favorable.

---

(A)
Density functional theory data (ωB97M-V with the def2-TZVPD basis set) for a 2-piece molecular cluster, C3H11N3O overall.

Atoms and positions in Å:
H -2.313 -1.439 0.069
N -1.304 -1.614 -0.014
C -0.480 -0.749 0.529
N 0.852 -0.701 0.350
N 1.442 -1.534 -0.598
C 1.658 0.472 0.645
C 1.782 1.434 -0.496
H -0.753 0.083 1.153
H 0.659 -2.001 -1.016
H 1.960 -2.340 -0.177
H 2.592 -0.050 0.930
H 1.164 0.895 1.550
H 2.693 2.033 -0.328
H 0.955 2.148 -0.471
H 1.803 0.910 -1.482
O -4.008 0.459 -0.119
H -4.984 0.619 -0.155
H -3.717 1.376 -0.371

Its SMILES is [H]/N=C/N(N)CC.O. As for the total charge: 0. The value obtained for the HOMO-LUMO gap is 0.3195 Eh. For the LUMO energy, the calculation gives 0.6 eV.

Here are the Löwdin charges for atoms 1 to 6, given in e:
1. H 0.0127
2. N 0.0556
3. C -0.2871
4. N -0.2507
5. N 0.0634
6. C -0.2475

---

(B)
Density functional theory data (ωB97M-V with the def2-TZVPD basis set) for a 2-piece molecular cluster, C3H11N3O overall.

Atoms and positions in Å:
C 1.073 -0.091 0.012
C -0.294 -0.032 0.745
C -2.377 0.760 -0.621
N -1.157 -1.028 0.314
N 1.727 1.190 0.079
N 1.893 -1.076 0.682
O 0.823 -0.415 -1.368
H 0.134 -1.101 -1.355
H -1.811 -1.296 1.046
H 2.734 1.092 0.055
H 2.715 -1.272 0.119
H 1.432 1.770 -0.697
H 1.370 -1.939 0.783
H -0.164 0.097 1.825
H -0.742 0.993 0.386
H -3.228 1.112 -1.200
H -2.584 0.743 0.432
H -1.543 0.492 -1.239

As for the total charge: 0. The value obtained for the HOMO-LUMO gap (spin up / spin down) is 0.3415 / 0.3185 Eh. For the LUMO energy (spin up / spin down), the calculation gives -0.1 / -0.5 eV.

Here are the Löwdin charges for atoms 1 to 6, given in e:
1. C -0.6864
2. C -0.3209
3. C 0.1205
4. N 0.0363
5. N 0.0980
6. N 0.0919

---

Stability ranking, top entry: (A); the second entry is 2.535 eV less favorable.

---

(A)
Density functional theory data (ωB97M-V with the def2-TZVPD basis set) for C3H11N3O as an isolated structure.

Atoms and positions in Å:
C 0.783 -1.798 0.405
C -1.233 0.246 -1.570
C -1.233 1.259 0.669
N 0.796 -0.351 0.649
N -0.459 0.675 -0.411
N 1.018 0.340 -0.547
O 2.542 -0.133 1.072
H 2.477 0.443 1.848
H 1.596 1.174 -0.429
H 1.266 -2.091 -0.530
H -0.248 -2.163 0.436
H 1.339 -2.263 1.219
H -1.928 -0.556 -1.299
H -0.594 -0.129 -2.369
H -1.791 1.096 -1.975
H -0.583 1.556 1.494
H -1.761 2.149 0.312
H -1.985 0.547 1.027

As for the total charge: 0. The value obtained for the HOMO-LUMO gap is 0.3272 Eh. For the LUMO energy, the calculation gives 0.9 eV.

Here are the Löwdin charges for atoms 1 to 6, given in e:
1. C -0.0838
2. C -0.0947
3. C -0.0866
4. N -0.1225
5. N -0.2780
6. N 0.0154

---

(B)
Density functional theory data (ωB97M-V with the def2-TZVPD basis set) for a 2-piece molecular cluster, C3H11N3O overall.

Atoms and positions in Å:
N -1.324 0.968 -0.055
C -1.150 1.353 -1.344
N -1.533 2.726 -1.548
O -0.726 0.656 -2.240
H -0.940 0.086 0.274
H -1.331 1.747 0.574
H -1.042 3.034 -2.376
H -2.530 2.743 -1.755
C 1.713 -0.367 1.123
C 1.245 -1.805 0.931
N -0.135 -1.822 0.382
H 1.049 0.137 1.825
H 2.724 -0.325 1.533
H 1.693 0.177 0.181
H 1.917 -2.302 0.228
H 1.289 -2.368 1.860
H -0.166 -2.244 -0.537
H -0.753 -2.393 0.944

Its SMILES is NC(N)=O.CCN. As for the total charge: 0. The value obtained for the HOMO-LUMO gap is 0.3831 Eh. For the LUMO energy, the calculation gives 1.0 eV.

Here are the Löwdin charges for atoms 1 to 6, given in e:
1. N 0.1534
2. C -0.6603
3. N 0.0899
4. O 0.0324
5. H 0.0455
6. H 0.0886

---

Stability ranking, top entry: (B); the second entry is 7.055 eV less favorable.